(1)
9
Properties=species:S:1:pos:R:3:forces:R:3 method="wB97M-V/def2-TZVPD" gap_ev="10.66 / 5.43" relative_energy_ev=5.7418
Si 2.272224 -0.162636 0.389527 -2.768 1.903 1.592
F 2.826109 -0.998768 1.604666 0.616 -1.284 -0.278
F 3.341861 0.965817 0.167675 0.925 0.183 -0.851
O -1.124046 0.307329 0.711204 0.890 0.198 1.251
C -1.984584 0.096741 -0.267501 -1.984 -0.487 -0.774
H -1.457951 -0.313273 -1.144087 -0.152 -0.334 -0.065
H 1.427112 -0.516960 -0.780697 1.057 -0.856 -0.482
H -2.331691 1.051856 -0.655498 0.057 0.758 -0.272
H -2.969034 -0.430106 -0.025291 1.359 -0.080 -0.118


(2)
8
Properties=species:S:1:pos:R:3:forces:R:3 method="wB97M-V/def2-TZVPD" gap_ev=8.20 charge=+1
Hg 1.364763 1.267287 -1.075202 7.384 3.297 -5.131
F -0.247515 1.778133 -0.431058 -6.847 2.023 2.809
O 1.176450 -0.417132 -0.297882 -0.043 -3.809 1.862
C -0.555574 -0.305291 0.487832 -3.215 -1.476 2.116
H -1.558469 -0.054980 0.841004 -1.082 3.587 -1.242
H 1.161191 -1.226724 -0.814985 -0.125 -0.433 -0.090
H -0.252088 -0.099141 1.525476 1.871 -1.726 -0.565
H -1.088759 -0.942152 -0.235182 2.057 -1.464 0.241


(3)
9
Properties=species:S:1:pos:R:3:forces:R:3 method="wB97M-V/def2-TZVPD" gap_ev=8.42 relative_energy_ev=4.0857
P 0.880421 0.301287 0.119077 0.609 -0.394 0.817
P 2.597397 -0.775741 0.453383 -0.549 0.749 -2.351
F -3.559527 -1.697374 0.224233 -1.417 0.140 -0.146
N -2.973775 0.470648 0.299679 0.778 -3.073 -0.443
C -2.631339 -0.749325 0.119658 2.013 0.115 0.923
H -1.620918 -1.809368 0.009714 -1.782 4.233 0.083
H -2.454851 1.355137 0.391340 0.380 -1.438 -0.419
H 2.340149 -0.838179 1.770573 -0.403 -0.103 1.834
H 0.935404 0.539085 -1.267532 0.372 -0.228 -0.298


(4)
8
Properties=species:S:1:pos:R:3:forces:R:3 method="wB97M-V/def2-TZVPD" gap_ev="8.03 / 9.55" relative_energy_ev=4.9442
S 1.782052 -0.693663 -0.037122 0.053 1.443 -0.164
F 2.232855 0.906802 0.330808 -0.059 -0.991 -0.103
N 0.273537 -0.714490 -0.154286 -0.124 -0.681 0.935
C -0.733559 0.229699 -0.497634 -2.538 -1.102 -0.188
H -1.050508 0.911385 0.278890 0.133 -0.299 1.080
H -0.334018 0.959442 -1.159601 0.027 0.220 -1.589
H -1.750231 -0.341928 -0.790945 2.570 1.402 0.113
H -0.420126 -1.257250 2.029887 -0.064 0.007 -0.085


(5)
10
Properties=species:S:1:pos:R:3:forces:R:3 method="wB97M-V/def2-TZVPD" gap_ev=11.28 smiles=OOO[C@@H](F)P relative_energy_ev=2.7520
P -1.840645 -0.723034 -0.181226 -1.132 -0.373 -1.055
F -0.756336 1.724269 -0.214044 -0.071 0.003 0.768
O 2.546462 -0.820145 0.123476 0.548 -1.304 -3.493
O 1.786729 0.283997 0.029943 -0.036 2.765 0.826
O 0.500219 -0.097028 -0.403868 0.483 -1.694 -1.407
C -0.553113 0.440956 0.274545 1.329 0.350 -1.846
H -0.365166 0.397302 1.287617 0.338 0.816 2.464
H 2.691140 -0.990923 1.010247 0.014 -0.329 3.292
H -2.561113 0.451939 -0.358258 -1.283 -0.022 -0.087
H -1.448173 -0.667330 -1.568429 -0.190 -0.212 0.537


(6)
8
Properties=species:S:1:pos:R:3:forces:R:3 method="wB97M-V/def2-TZVPD" gap_ev=10.31 relative_energy_ev=2.4605
P -1.118013 0.244829 0.596532 0.691 3.530 -0.481
F -1.730266 -0.226954 -0.837282 0.028 0.210 0.383
O 1.008697 -1.323628 0.222393 0.789 0.023 0.947
C 0.649704 0.031826 0.102822 -0.964 0.494 0.116
H 1.261988 0.836041 0.562046 0.129 -1.161 -0.083
H -0.806732 2.001749 0.328973 -0.959 -3.073 0.357
H 0.549285 0.170153 -0.949229 0.342 1.076 -1.056
H 0.185338 -1.734015 -0.026254 -0.057 -1.099 -0.183


(7)
7
Properties=species:S:1:pos:R:3:forces:R:3 method="wB97M-V/def2-TZVPD" gap_ev=10.73 smiles=CPF relative_energy_ev=0.6056
P -1.011254 -0.080018 -0.668732 2.069 2.012 -1.436
F 0.139603 -0.135046 -1.973654 -1.596 -0.107 1.810
C 0.216671 -0.277523 0.703062 3.340 -0.928 -3.755
H -0.268655 -0.078395 1.624254 0.088 0.187 1.052
H 0.739214 -1.338416 0.570899 -1.472 2.039 0.793
H -0.895268 1.454488 -0.565623 -0.571 -1.853 -0.157
H 1.079689 0.454909 0.309795 -1.858 -1.349 1.693


(8)
8
Properties=species:S:1:pos:R:3:forces:R:3 method="wB97M-V/def2-TZVPD" gap_ev="6.65 / 6.71" relative_energy_ev=2.5260 charge=+1
I -3.608329 0.016451 -0.035767 2.334 -0.405 0.026
N -0.795566 -0.537113 -0.002688 -3.277 0.188 -0.096
N 1.396657 0.152640 0.005120 0.805 -0.096 -0.018
C 0.100555 0.372838 0.023774 -0.168 0.219 0.059
H -0.231743 1.407750 0.079123 0.130 -0.082 0.010
H 1.769222 -0.787832 -0.034395 -0.032 0.196 0.005
H -0.690218 -1.537516 -0.100254 0.370 0.063 0.040
H 2.059421 0.912782 0.065089 -0.163 -0.083 -0.027


(9)
9
Properties=species:S:1:pos:R:3:forces:R:3 method="wB97M-V/def2-TZVPD" gap_ev=10.22 smiles="N/C(I)=[NH+]/O" relative_energy_ev=0.3776 charge=+1
I -1.034596 -1.486586 -1.474896 -0.180 -0.052 -0.633
O 0.077545 1.366334 -1.476107 0.265 -0.117 -1.425
N 0.355082 0.812957 -0.254035 -0.934 -0.746 -0.811
N 0.085636 -1.071782 1.119470 0.249 -0.360 0.418
C -0.015887 -0.444524 -0.053437 -0.618 0.434 1.030
H -0.408164 -1.923786 1.341471 -0.459 -0.106 -1.064
H 0.799234 -1.042754 1.816206 0.879 1.367 0.171
H 0.482642 1.538331 0.399330 0.646 0.194 1.687
H -0.341492 2.251810 -1.418002 0.153 -0.615 0.627


(10)
9
Properties=species:S:1:pos:R:3:forces:R:3 method="wB97M-V/def2-TZVPD" gap_ev=8.80 relative_energy_ev=0.5252
I -4.178099 1.534500 0.272808 1.073 -0.465 -0.391
N -2.437278 0.760822 -0.627667 -3.641 0.207 -1.499
N 0.928219 0.665544 -0.352210 1.994 -1.513 -0.293
N 1.761265 -0.121033 -0.178417 -3.441 3.051 -0.261
C 2.469996 -1.002214 0.352463 1.617 -2.149 1.192
H 2.174832 -1.409547 1.299610 -0.511 0.246 0.331
H -1.678401 1.246281 -0.318345 2.469 1.511 1.297
H -2.385162 -0.197990 -0.419706 0.129 -1.254 0.565
H 3.344628 -1.476366 -0.028533 0.311 0.365 -0.941


(11)
11
Properties=species:S:1:pos:R:3:forces:R:3 method="wB97M-V/def2-TZVPD" gap_ev=9.09 relative_energy_ev=2.4953
I 2.689500 -0.266722 -0.932902 1.443 0.073 -0.609
P -1.091468 -0.761686 1.411247 -1.016 -1.529 -0.821
N -0.784405 1.006186 -3.375716 0.043 -0.343 0.091
N -0.593849 1.092184 -2.269147 -1.221 0.135 -1.722
N -0.242284 1.283380 -1.145575 -0.330 1.589 3.174
N 0.826173 -0.609702 -0.366028 0.032 -1.193 -2.373
C 0.621896 -0.652111 0.834217 1.394 0.171 4.886
H 1.455088 -0.587123 1.651323 -1.235 0.041 -1.328
H -1.152263 0.315397 2.288246 0.479 0.025 0.821
H -0.829507 -1.924840 2.225731 -0.291 0.900 0.185
H -0.898880 1.105037 -0.321396 0.701 0.131 -2.303


(12)
10
Properties=species:S:1:pos:R:3:forces:R:3 method="wB97M-V/def2-TZVPD" gap_ev=10.23 relative_energy_ev=0.7609
I 5.537311 -1.189749 0.492178 -0.413 0.367 -0.242
S 0.223409 2.035741 -0.600257 1.435 3.327 2.630
O 0.093004 1.500480 -1.881841 -0.587 -1.825 -3.041
O 1.476286 2.762614 -0.398717 -1.163 -0.699 0.238
N 0.836793 0.145880 0.447291 1.033 -3.087 -2.265
C 1.220817 -0.800156 -0.352923 -0.965 0.824 0.543
H 1.106679 -0.246050 1.318135 0.195 0.689 1.842
H 1.001674 -0.877541 -1.397651 -0.235 1.014 -0.728
H 4.517171 -0.108841 -0.189201 0.376 -0.328 0.232
H 1.725019 -1.696291 -0.042319 0.324 -0.281 0.790